This record from the Open Molecules 2025 dataset describes C22H19FeN8O2 as an isolated structure in a non-equilibrium geometry. The level of theory is the ωB97M-V functional and the def2-TZVPD basis.

Each line ends with the Mulliken charge.
Cartesian coordinates (Å):
1 Fe -1.445 0.232 -0.032  -0.98
2 C -1.561 0.007 -4.358  -0.47
3 C -1.976 0.045 -3.036  -0.10
4 N -1.101 0.040 -2.030  0.36
5 C 0.216 -0.017 -2.340  -0.13
6 C 0.609 -0.029 -3.681  -0.18
7 N -0.269 -0.014 -4.660  -0.51
8 C 1.121 -0.047 -1.189  0.67
9 C 2.504 -0.026 -1.219  -0.40
10 C 3.220 -0.021 -0.017  0.56
11 C 2.508 -0.016 1.187  -0.56
12 C 1.126 -0.004 1.154  0.51
13 N 0.465 -0.061 -0.015  -0.29
14 C 0.214 0.160 2.291  0.13
15 C 0.576 0.147 3.640  -0.16
16 N -0.305 0.370 4.593  -0.49
17 C -1.567 0.608 4.259  -0.55
18 C -1.957 0.594 2.929  -0.07
19 N -1.081 0.367 1.949  0.14
20 C 4.693 0.017 -0.021  0.38
21 C 5.381 0.778 -0.961  -0.53
22 C 6.771 0.780 -0.927  -0.47
23 N 7.444 0.075 -0.034  -0.53
24 C 6.811 -0.651 0.870  -0.44
25 C 5.422 -0.707 0.918  -0.55
26 H -2.271 -0.001 -5.174  0.42
27 H -3.029 0.079 -2.791  0.24
28 H 1.657 -0.046 -3.961  0.42
29 H 3.028 -0.024 -2.164  0.72
30 H 3.033 0.029 2.131  0.71
31 H 1.597 -0.049 3.946  0.41
32 H -2.269 0.809 5.058  0.41
33 H -2.989 0.777 2.652  0.49
34 H 4.861 1.387 -1.691  0.50
35 H 7.351 1.362 -1.633  0.38
36 H 7.421 -1.205 1.573  0.38
37 H 4.936 -1.331 1.658  0.49
38 C -4.755 -1.254 1.132  -1.62
39 C -3.624 -0.731 0.303  1.27
40 N -2.553 -1.420 0.053  0.18
41 O -2.384 -2.533 0.829  -0.42
42 C -3.818 0.585 -0.352  0.37
43 C -5.162 0.997 -0.881  -1.74
44 N -2.795 1.406 -0.369  0.72
45 O -2.604 2.527 -0.870  -0.61
46 H -4.395 -1.952 1.884  0.48
47 H -5.449 -1.801 0.487  0.39
48 H -5.308 -0.447 1.605  0.41
49 H -1.782 -3.111 0.338  0.40
50 H -5.596 0.216 -1.507  0.40
51 H -5.055 1.915 -1.454  0.45
52 H -5.865 1.192 -0.069  0.43

charge: +2
LUMO energy (alpha / beta): -7.577 / -8.456 eV
Kohn-Sham gap (alpha / beta): 6.8 / 5.9 eV
multiplicity: 6

This record from the Open Molecules 2025 dataset describes C45H33F3IrNO3P2S6 as an isolated structure in a non-equilibrium geometry. The level of theory is the ωB97M-V functional and the def2-TZVPD basis.

Each line ends with the Mulliken charge.
Cartesian coordinates (Å):
1 Ir 0.414 1.357 1.011  1.62
2 S -2.392 -1.071 -0.962  -0.51
3 P -0.453 -1.418 -0.928  1.33
4 C 0.421 -0.720 0.374  -1.25
5 P 1.730 -1.270 1.297  1.16
6 S 2.231 0.461 2.224  -0.82
7 C 1.458 -2.547 2.588  0.16
8 C 2.036 -2.380 3.845  -0.94
9 C 1.847 -3.330 4.838  -0.69
10 C 1.076 -4.457 4.588  -0.55
11 C 0.492 -4.627 3.341  -0.64
12 C 0.681 -3.675 2.350  -0.07
13 C 3.193 -1.957 0.425  0.79
14 C 4.130 -1.065 -0.096  -0.54
15 C 5.196 -1.526 -0.853  -0.65
16 C 5.342 -2.886 -1.095  -0.64
17 C 4.424 -3.782 -0.567  -0.59
18 C 3.358 -3.320 0.194  -0.63
19 C 0.293 -1.040 -2.568  1.15
20 C 1.576 -0.515 -2.677  -0.18
21 C 2.165 -0.377 -3.935  -0.59
22 C 1.452 -0.686 -5.082  -0.86
23 C 0.159 -1.185 -4.970  -0.71
24 C -0.414 -1.368 -3.722  -0.78
25 C -0.227 -3.257 -1.006  0.23
26 C 0.847 -3.855 -1.655  -0.07
27 C 0.976 -5.238 -1.691  -0.74
28 C 0.027 -6.042 -1.079  -0.62
29 C -1.063 -5.456 -0.445  -0.57
30 C -1.192 -4.077 -0.420  -0.58
31 H 2.615 -1.489 4.051  0.42
32 H 2.293 -3.183 5.814  0.40
33 H 0.922 -5.195 5.367  0.38
34 H -0.119 -5.498 3.136  0.47
35 H 0.208 -3.807 1.389  0.45
36 H 4.008 -0.005 0.099  0.41
37 H 5.918 -0.823 -1.251  0.44
38 H 6.175 -3.247 -1.686  0.38
39 H 4.536 -4.845 -0.744  0.42
40 H 2.655 -4.031 0.608  0.42
41 H 2.232 -0.616 -1.818  -0.09
42 H 3.172 0.021 -4.010  0.48
43 H 1.901 -0.554 -6.059  0.37
44 H -0.407 -1.424 -5.863  0.39
45 H -1.423 -1.753 -3.623  0.45
46 H 1.601 -3.242 -2.136  0.48
47 H 1.823 -5.685 -2.200  0.41
48 H 0.127 -7.121 -1.107  0.38
49 H -1.819 -6.077 0.020  0.43
50 H -2.055 -3.607 0.038  0.37
51 F -2.526 3.754 5.714  -0.28
52 C -1.361 3.064 5.632  0.62
53 F -0.389 3.959 5.473  -0.26
54 F -1.187 2.508 6.859  -0.28
55 C -1.424 2.010 4.571  0.36
56 C -2.322 0.972 4.775  -0.33
57 C -2.477 -0.032 3.835  -1.25
58 C -1.703 0.022 2.690  0.29
59 N -0.834 1.009 2.514  0.29
60 C -0.665 2.031 3.391  0.49
61 S 0.486 3.155 2.759  -0.49
62 H -2.911 0.962 5.684  0.41
63 H -3.183 -0.837 3.976  0.47
64 H -1.760 -0.699 1.882  0.03
65 O 0.394 2.316 -2.131  0.03
66 C 1.600 2.109 -1.631  0.21
67 O 1.818 1.948 -0.446  -0.71
68 H 2.436 2.307 -2.306  0.34
69 O -1.215 2.396 0.179  -0.74
70 C -1.575 3.088 -0.933  2.17
71 C -2.337 4.336 -0.451  -0.36
72 C -2.533 4.662 0.856  -0.54
73 C -3.317 5.835 1.028  -0.47
74 C -3.715 6.375 -0.156  -0.68
75 S -3.135 5.463 -1.484  -0.09
76 C -0.315 3.573 -1.738  0.41
77 C -0.516 4.365 -2.984  -1.00
78 C 0.009 5.628 -2.961  -0.44
79 C 0.656 5.951 -1.775  -0.68
80 S 0.660 4.673 -0.626  0.01
81 C -2.551 2.301 -1.827  -0.80
82 C -3.834 2.027 -1.455  -0.18
83 C -4.552 1.262 -2.408  -0.98
84 C -3.803 0.973 -3.506  -0.37
85 S -2.225 1.600 -3.362  -0.05
86 H -2.097 4.074 1.650  0.22
87 H -3.569 6.256 1.992  0.42
88 H -4.306 7.262 -0.321  0.44
89 H -1.018 3.921 -3.828  0.46
90 H -0.075 6.322 -3.787  0.42
91 H 1.128 6.890 -1.532  0.44
92 H -4.239 2.366 -0.511  0.54
93 H -5.576 0.939 -2.279  0.37
94 H -4.084 0.396 -4.373  0.48

charge: -1
LUMO energy (alpha / beta): 2.267 / 1.742 eV
Kohn-Sham gap (alpha / beta): 6.6 / 6.0 eV
ΔE to the lowest compared entry with this formula, charge and spin: 2.981 eV
multiplicity: 2

This record from the Open Molecules 2025 dataset describes C44H66BGe2N8RbS3 as an isolated structure. The level of theory is the ωB97M-V functional and the def2-TZVPD basis.

Each line ends with the Mulliken charge.
Cartesian coordinates (Å):
1 Rb -2.194 0.164 -1.376  1.07
2 C -1.439 4.817 -0.462  -1.84
3 C -0.931 3.758 0.458  0.00
4 C -1.087 3.844 1.801  -0.94
5 C -0.599 2.813 2.645  -0.26
6 N 0.017 1.790 2.144  0.36
7 N 0.183 1.681 0.806  0.89
8 B 1.100 0.463 0.483  -1.54
9 N 2.392 0.913 -0.274  0.67
10 N 3.244 1.900 -0.057  -0.95
11 C 4.172 2.046 -0.973  -0.04
12 C 4.233 1.197 -2.115  -0.39
13 C 3.322 0.201 -2.332  0.33
14 C 3.286 -0.696 -3.523  -1.33
15 C 2.353 0.105 -1.318  0.38
16 S 0.923 -0.838 -1.021  0.09
17 C 5.191 3.158 -0.787  2.09
18 C 6.585 2.526 -0.667  -1.47
19 C 5.141 4.090 -2.005  -1.73
20 C 4.893 3.964 0.475  -1.54
21 N 1.388 -0.340 1.750  0.49
22 N 2.595 -0.070 2.283  -0.63
23 C 2.917 -0.646 3.401  0.02
24 C 2.016 -1.537 4.044  -0.34
25 C 0.800 -1.809 3.508  0.14
26 C -0.177 -2.730 4.158  -1.76
27 C 0.454 -1.151 2.276  0.43
28 S -1.060 -1.349 1.535  -0.14
29 C 4.277 -0.328 3.999  2.48
30 C 5.089 -1.626 4.089  -1.85
31 C 5.027 0.683 3.135  -2.19
32 C 4.083 0.255 5.404  -1.65
33 C -0.245 2.607 -0.089  1.02
34 S -0.014 2.442 -1.753  -0.17
35 C -0.712 2.821 4.168  2.37
36 C -1.311 1.489 4.633  -1.36
37 C -1.600 3.964 4.656  -2.31
38 C 0.699 2.982 4.747  -1.53
39 H -1.959 5.591 0.100  0.41
40 H -2.111 4.387 -1.206  0.32
41 H -0.618 5.264 -1.024  0.34
42 H -1.589 4.702 2.228  0.51
43 H 5.018 1.364 -2.841  0.45
44 H 4.093 -0.463 -4.215  0.42
45 H 2.333 -0.594 -4.047  0.32
46 H 3.375 -1.741 -3.220  0.32
47 H 6.862 1.967 -1.563  0.33
48 H 6.634 1.849 0.188  0.21
49 H 7.332 3.307 -0.523  0.47
50 H 5.414 3.581 -2.931  0.34
51 H 5.848 4.909 -1.864  0.47
52 H 4.145 4.517 -2.131  0.36
53 H 4.928 3.339 1.367  0.12
54 H 3.906 4.425 0.432  0.32
55 H 5.639 4.753 0.574  0.49
56 H 2.303 -2.000 4.980  0.45
57 H 0.241 -3.152 5.070  0.45
58 H -0.450 -3.536 3.475  0.34
59 H -1.103 -2.203 4.391  0.28
60 H 5.242 -2.063 3.100  0.38
61 H 4.601 -2.372 4.718  0.35
62 H 6.068 -1.420 4.524  0.48
63 H 5.197 0.301 2.127  0.36
64 H 5.995 0.896 3.593  0.48
65 H 4.472 1.616 3.040  0.30
66 H 3.590 -0.449 6.076  0.40
67 H 3.488 1.171 5.373  0.24
68 H 5.053 0.498 5.839  0.49
69 H -2.322 1.355 4.241  0.29
70 H -1.366 1.471 5.723  0.46
71 H -0.709 0.645 4.299  0.08
72 H -2.606 3.907 4.233  0.45
73 H -1.182 4.945 4.420  0.40
74 H -1.697 3.906 5.740  0.43
75 H 1.341 2.162 4.421  0.03
76 H 0.657 2.984 5.838  0.46
77 H 1.155 3.920 4.423  0.40
78 N -3.465 1.348 0.995  0.17
79 C -4.931 1.284 0.953  -0.84
80 C -5.431 -0.060 0.452  -0.75
81 N -5.081 -0.293 -0.953  -0.25
82 H -3.098 0.647 1.637  -0.10
83 H -3.165 2.241 1.369  0.01
84 H -5.286 2.071 0.280  0.41
85 H -5.391 1.477 1.929  0.40
86 H -6.510 -0.110 0.637  0.46
87 H -4.975 -0.856 1.050  0.35
88 H -5.606 0.336 -1.553  0.20
89 H -5.368 -1.224 -1.237  0.04
90 C -4.402 -4.164 -0.419  -0.98
91 Ge -3.093 -4.562 -1.815  0.53
92 C -1.422 -5.146 -0.999  -1.12
93 C -3.765 -5.907 -3.057  -1.17
94 Ge -2.626 -2.552 -3.072  -0.74
95 C -1.191 -2.829 -4.355  0.48
96 C 0.065 -3.234 -3.893  -0.19
97 C 1.101 -3.488 -4.780  -0.98
98 C 0.900 -3.329 -6.145  -0.54
99 C -0.339 -2.921 -6.618  -0.72
100 C -1.377 -2.672 -5.730  -0.20
101 C -4.157 -1.730 -3.952  0.92
102 C -4.011 -0.551 -4.689  -0.48
103 C -5.111 0.082 -5.252  -0.78
104 C -6.380 -0.455 -5.088  -0.52
105 C -6.544 -1.627 -4.362  -0.65
106 C -5.442 -2.254 -3.796  -0.38
107 H -4.560 -5.046 0.204  0.47
108 H -5.365 -3.871 -0.837  0.35
109 H -4.035 -3.361 0.222  0.14
110 H -1.613 -6.000 -0.348  0.43
111 H -0.986 -4.346 -0.399  0.22
112 H -0.704 -5.448 -1.761  0.40
113 H -3.909 -6.847 -2.519  0.44
114 H -3.049 -6.076 -3.861  0.37
115 H -4.716 -5.612 -3.497  0.36
116 H 0.240 -3.359 -2.829  0.41
117 H 2.063 -3.819 -4.408  0.48
118 H 1.706 -3.532 -6.839  0.41
119 H -0.500 -2.805 -7.682  0.42
120 H -2.341 -2.366 -6.118  0.43
121 H -3.025 -0.120 -4.840  0.56
122 H -4.977 0.992 -5.825  0.42
123 H -7.238 0.033 -5.531  0.41
124 H -7.530 -2.058 -4.242  0.43
125 H -5.593 -3.172 -3.238  0.20

charge: +1
LUMO energy (alpha / beta): -2.406 / -2.927 eV
Kohn-Sham gap (alpha / beta): 6.6 / 7.4 eV
ΔE to the lowest compared entry with this formula, charge and spin: 0.000 eV
multiplicity: 2

This record from the Open Molecules 2025 dataset describes C8H24O14PV as an isolated structure in a non-equilibrium geometry. The level of theory is the ωB97M-V functional and the def2-TZVPD basis.

Each line ends with the Mulliken charge.
Cartesian coordinates (Å):
1 O 13.528 -17.682 -11.923  -0.86
2 V 12.441 -17.463 -10.777  1.41
3 O 13.056 -18.072 -9.415  -0.77
4 P 10.750 -15.423 -10.638  1.00
5 O 10.652 -16.783 -11.464  -0.74
6 O 12.343 -15.507 -10.462  -0.53
7 O 10.046 -15.596 -9.291  -0.92
8 O 10.349 -14.199 -11.383  -0.84
9 C 12.653 -16.021 -15.469  -0.40
10 C 11.309 -15.762 -14.814  -0.38
11 O 10.997 -16.881 -14.050  -0.53
12 O 13.731 -15.903 -14.546  -0.53
13 H 12.815 -15.238 -16.221  0.34
14 H 12.627 -17.023 -15.913  0.23
15 H 10.576 -15.612 -15.628  0.26
16 H 11.400 -14.873 -14.185  0.28
17 H 10.712 -16.633 -13.132  0.39
18 H 13.537 -16.488 -13.789  0.32
19 C 15.702 -20.321 -11.349  -0.07
20 C 16.532 -20.307 -12.624  -0.25
21 O 15.783 -20.217 -13.791  -0.51
22 O 15.402 -21.658 -10.920  -0.48
23 H 14.797 -19.752 -11.552  -0.05
24 H 16.272 -19.882 -10.526  0.21
25 H 17.172 -21.213 -12.590  0.28
26 H 17.201 -19.447 -12.624  0.27
27 H 14.994 -20.757 -13.661  0.30
28 H 16.147 -22.217 -11.154  0.27
29 C 10.873 -17.905 -7.020  -0.02
30 C 11.187 -16.608 -6.271  -0.55
31 O 11.569 -15.548 -7.086  -0.62
32 O 9.803 -17.714 -7.887  -0.62
33 H 10.626 -18.666 -6.267  0.33
34 H 11.792 -18.184 -7.567  -0.01
35 H 11.929 -16.802 -5.492  0.37
36 H 10.229 -16.351 -5.763  0.21
37 H 10.971 -15.466 -7.870  0.47
38 H 10.041 -16.929 -8.482  0.37
39 C 10.440 -20.093 -9.990  -0.35
40 C 11.086 -21.356 -9.527  -0.32
41 O 11.325 -22.169 -10.657  -0.56
42 O 11.302 -19.413 -10.900  0.03
43 H 10.140 -19.392 -9.209  0.22
44 H 9.522 -20.358 -10.539  0.27
45 H 10.461 -21.869 -8.780  0.32
46 H 12.023 -21.131 -9.002  0.26
47 H 12.071 -22.736 -10.450  0.31
48 H 11.239 -19.813 -11.771  0.17

charge: -2
LUMO energy: 4.155 eV
Kohn-Sham gap: 6.3 eV
ΔE to the lowest compared entry with this formula, charge and spin: 0.000 eV

no.,energy (eV)
1,-73506.4959
2,-149416.2041
3,-205488.0934
4,-72332.1219